The following is a DFT calculation (ωB97M-V/def2-TZVPD) of an isolated molecule of C20H30N4O4.

Values from the calculation:
Total charge: 0
Energy, eV: -35376.4408
Structure (SMILES): COc1ccc(N)c(C(=O)NCCC2(O)CN(C(=O)C3(N(C)C)CCC3)C2)c1
Relative energy (zero: lowest compared OMol25 entry of this formula, charge and spin), kcal per mole: 67.8
Max |F|, eV Å⁻¹: 0.43

CARTESIAN COORDINATES (ANGSTROEM)
C 0.081 7.256 -1.839
O 0.348 5.888 -1.627
C 0.504 5.107 -2.742
C 0.411 5.563 -4.051
C 0.607 4.684 -5.101
C 0.901 3.334 -4.897
N 1.077 2.489 -5.974
C 0.965 2.874 -3.568
C 1.249 1.433 -3.294
O 1.897 0.732 -4.062
N 0.722 0.932 -2.146
C 0.910 -0.438 -1.723
C -0.416 -1.087 -1.355
C -0.253 -2.485 -0.804
O 0.407 -3.249 -1.784
C 0.330 -2.524 0.640
N -1.016 -2.850 1.104
C -1.568 -3.080 2.318
O -2.589 -3.732 2.446
C -0.798 -2.479 3.505
N 0.426 -3.253 3.663
C 0.144 -4.645 3.984
C 1.396 -2.698 4.587
C -0.708 -0.937 3.344
C -2.024 -0.829 4.148
C -1.764 -2.246 4.696
C -1.570 -3.070 -0.223
C 0.778 3.770 -2.521
H -0.008 7.706 -0.854
H 0.895 7.745 -2.383
H -0.856 7.404 -2.384
H 0.195 6.599 -4.268
H 0.532 5.053 -6.117
H 1.539 1.618 -5.761
H 1.318 2.925 -6.846
H 0.158 1.536 -1.575
H 1.393 -0.980 -2.531
H 1.597 -0.479 -0.868
H -0.945 -0.485 -0.608
H -1.056 -1.127 -2.241
H 0.486 -4.158 -1.475
H 1.044 -3.329 0.822
H 0.735 -1.585 1.020
H 1.084 -5.193 4.050
H -0.390 -4.761 4.939
H -0.464 -5.106 3.207
H 2.263 -3.358 4.616
H 1.744 -1.723 4.251
H 1.018 -2.597 5.616
H 0.122 -0.502 3.896
H -0.698 -0.539 2.330
H -2.080 -0.023 4.876
H -2.902 -0.794 3.505
H -2.605 -2.928 4.784
H -1.227 -2.210 5.646
H -2.477 -2.496 -0.422
H -1.737 -4.124 -0.460
H 0.874 3.452 -1.490

Atomic partial charges in e from the Löwdin method, atoms 1 to 5: atom 1 (C): -0.10, atom 2 (O): -0.09, atom 3 (C): -0.28, atom 4 (C): -0.02, atom 5 (C): -0.02

***

The following is a DFT calculation (ωB97M-V/def2-TZVPD) of a structure of composition C5H13NS2 in a non-equilibrium geometry.

Values from the calculation:
Total charge: +1
Energy, eV: -28539.9424
2S+1: 2
Relative energy (zero: lowest compared OMol25 entry of this formula, charge and spin), kcal per mole: 189.6
⟨S²⟩: 0.79
Max |F|, eV Å⁻¹: 2.97

CARTESIAN COORDINATES (ANGSTROEM)
S -2.854 0.924 -1.329
S 1.916 2.126 -0.068
C 1.726 0.616 -0.935
C 0.384 -0.207 -0.715
C -0.201 -0.635 -2.047
N 0.330 -1.162 0.310
C 0.739 -0.695 1.595
C -0.108 0.454 2.266
H -3.025 -0.144 -0.342
H 2.571 -0.007 -0.644
H 1.804 0.879 -2.001
H -0.327 0.539 -0.312
H 0.528 -1.046 -2.772
H -0.612 0.258 -2.511
H -0.965 -1.383 -1.856
H -3.419 -0.568 0.187
H 1.794 -0.382 1.703
H 0.691 -1.629 2.166
H -0.543 0.009 3.171
H 0.495 1.320 2.547
H -0.924 0.734 1.588

Atomic partial charges in e from the Löwdin method, atoms 1 to 5: atom 1 (S): 0.39, atom 2 (S): 0.80, atom 3 (C): -0.55, atom 4 (C): -0.47, atom 5 (C): -0.11

***

The following is a DFT calculation (ωB97M-V/def2-TZVPD) of a cluster of 2 separate species, C19H19F2NO4 in total in a non-equilibrium geometry.

Values from the calculation:
Total charge: 0
Energy, eV: -35121.0094
Relative energy (zero: lowest compared OMol25 entry of this formula, charge and spin), kcal per mole: 5.0
Max |F|, eV Å⁻¹: 1.43

CARTESIAN COORDINATES (ANGSTROEM)
C -0.200 5.807 -3.738
C 0.388 4.587 -3.071
O -0.343 4.439 -1.816
C -0.051 3.306 -1.133
C -0.705 3.346 0.171
N -0.038 2.910 1.261
O -0.656 2.670 2.343
O 1.209 2.709 1.152
O 0.611 2.390 -1.606
H 0.231 5.961 -4.729
H -1.282 5.690 -3.854
H -0.015 6.697 -3.130
H 0.268 3.702 -3.708
H 1.452 4.730 -2.841
H -1.682 3.790 0.295
C -1.434 -4.199 -3.752
C -0.911 -3.262 -2.731
C -0.500 -3.735 -1.488
F -0.585 -5.087 -1.262
C -0.051 -2.920 -0.475
C -0.180 -1.503 -0.610
C 0.008 -0.601 0.460
C 0.191 -0.952 1.824
C -0.197 -2.190 2.430
C 0.261 -2.487 3.699
F 0.090 -3.760 4.188
C 0.955 -1.586 4.511
C 1.411 -1.940 5.877
C 1.223 -0.329 3.959
C 0.866 -0.028 2.667
C -0.475 -1.012 -1.920
C -0.824 -1.874 -2.942
H -1.562 -3.671 -4.700
H -0.765 -5.052 -3.903
H -2.413 -4.597 -3.457
H 0.386 -3.361 0.415
H 0.137 0.446 0.183
H -0.807 -2.920 1.904
H 1.894 -1.059 6.311
H 0.580 -2.231 6.528
H 2.141 -2.758 5.867
H 1.736 0.417 4.566
H 1.139 0.935 2.260
H -0.431 0.067 -2.078
H -1.072 -1.486 -3.930

Atomic partial charges in e from the Löwdin method, atoms 1 to 5: atom 1 (C): -0.08, atom 2 (C): -0.22, atom 3 (O): -0.02, atom 4 (C): -0.49, atom 5 (C): -0.02

***

The following is a DFT calculation (ωB97M-V/def2-TZVPD) of a structure of composition C41H48N13O4SSr.

Values from the calculation:
Total charge: +1
Energy, eV: -82527.9793
Relative energy (zero: lowest compared OMol25 entry of this formula, charge and spin), kcal per mole: 12.3
Max |F|, eV Å⁻¹: 0.24

CARTESIAN COORDINATES (ANGSTROEM)
Sr -0.720 -0.840 0.727
N -4.903 -2.617 -0.740
C -4.611 -2.205 -2.020
C -3.465 -1.480 -1.921
N -3.057 -1.428 -0.610
C -3.938 -2.123 0.074
C -3.864 -2.253 1.523
N -2.798 -1.895 2.206
C -3.143 -2.005 3.531
C -4.425 -2.444 3.641
N -4.877 -2.600 2.354
H -5.664 -3.225 -0.490
H -5.224 -2.471 -2.862
H -2.897 -1.005 -2.704
H -2.445 -1.773 4.317
H -5.041 -2.657 4.496
H -5.815 -2.855 2.097
O 1.039 1.071 0.590
C 1.897 1.052 -0.578
C 1.388 -0.175 -1.407
O 2.204 -0.929 -1.920
O 0.114 -0.271 -1.451
C 1.689 2.348 -1.348
C 1.091 2.388 -2.601
C 0.896 3.605 -3.243
C 1.284 4.788 -2.634
C 1.883 4.755 -1.382
C 2.092 3.540 -0.749
C 3.344 0.876 -0.157
C 3.689 0.576 1.153
C 5.024 0.410 1.510
C 6.020 0.530 0.557
C 5.677 0.824 -0.758
C 4.351 0.999 -1.110
H 1.127 1.926 1.029
H 0.775 1.470 -3.080
H 0.442 3.625 -4.226
H 1.129 5.734 -3.136
H 2.201 5.673 -0.903
H 2.604 3.520 0.208
H 2.912 0.483 1.902
H 5.285 0.199 2.540
H 7.059 0.405 0.833
H 6.449 0.918 -1.511
H 4.089 1.226 -2.136
O 0.784 -1.447 2.682
S 1.759 -2.536 2.269
C 3.267 -2.242 3.247
C 3.342 -3.294 4.357
C 1.911 -3.747 4.633
C 1.315 -3.986 3.254
H 3.115 -1.233 3.633
H 4.120 -2.232 2.571
H 3.824 -2.883 5.244
H 3.940 -4.144 4.024
H 1.352 -2.960 5.143
H 1.870 -4.645 5.248
H 0.230 -4.075 3.213
H 1.767 -4.852 2.763
C -2.566 2.293 -0.867
C -2.261 2.415 0.586
N -1.858 1.445 1.375
C -1.599 2.026 2.603
C -1.876 3.352 2.553
N -2.314 3.590 1.266
C -2.765 4.870 0.769
N -1.702 5.728 0.318
N -0.833 6.241 1.224
N -0.085 7.101 0.657
C -0.465 7.207 -0.666
C 0.011 8.040 -1.683
C -0.598 7.938 -2.912
C -1.650 7.025 -3.138
C -2.129 6.200 -2.146
C -1.511 6.318 -0.898
H -2.324 1.286 -1.197
H -1.955 2.987 -1.448
H -3.620 2.487 -1.081
H -1.215 1.453 3.431
H -1.792 4.141 3.279
H -3.308 5.367 1.572
H -3.444 4.713 -0.065
H 0.816 8.737 -1.498
H -0.269 8.567 -3.728
H -2.096 6.978 -4.123
H -2.941 5.509 -2.332
C 1.416 -4.069 -0.723
N 0.005 -3.622 -0.579
C -0.462 -3.283 -1.955
N -0.356 -4.404 -2.879
C 1.050 -4.807 -2.948
N 1.552 -5.201 -1.630
C 0.728 -6.298 -1.125
N -0.689 -5.925 -1.015
C -0.789 -4.775 -0.123
C -1.140 -5.515 -2.351
H 1.781 -4.385 0.256
H 2.009 -3.225 -1.079
H 0.118 -2.437 -2.318
H -1.511 -2.997 -1.889
H 1.641 -3.968 -3.316
H 1.151 -5.648 -3.636
H 1.094 -6.595 -0.139
H 0.815 -7.152 -1.798
H -0.444 -5.071 0.872
H -1.839 -4.471 -0.051
H -2.190 -5.215 -2.292
H -1.059 -6.369 -3.025

Atomic partial charges in e from the Löwdin method, atoms 1 to 5: atom 1 (Sr): 1.43, atom 2 (N): 0.12, atom 3 (C): -0.06, atom 4 (C): -0.13, atom 5 (N): 0.05